(1)
Formula: C4H12O2
Source: the Open Molecules 2025 dataset
Level of theory: ωB97M-V with the def2-TZVPD basis set

Summary:
- Frontier orbital gap: 10.4 eV
- SMILES string: C/C=C/C.O.O
- Molar mass: 92.1 u
- F_max: 1.3 eV/Å

Structure (ORCA input):
```
! RIJCOSX wB97M-V def2-TZVPD def2/J DEFGRID3
* xyz 0 1
C 1.60 -0.15 -1.14
C 0.66 -0.82 -0.13
C -0.66 -0.82 -0.27
C -1.56 -1.66 0.55
H 1.46 0.92 -1.15
H 1.39 -0.56 -2.12
H 2.60 -0.47 -0.89
H 1.12 -1.39 0.68
H -1.09 -0.28 -1.12
H -2.50 -1.18 0.83
H -1.08 -1.94 1.49
H -1.85 -2.59 0.07
O 0.92 1.88 1.74
H 1.11 0.96 1.52
H 0.10 1.79 2.27
O -1.12 2.11 -0.76
H -0.53 1.57 -0.23
H -0.56 2.66 -1.33
*
```



(2)
Formula: C4H12O3
Source: the Open Molecules 2025 dataset
Level of theory: ωB97M-V with the def2-TZVPD basis set

Summary:
- Frontier orbital gap (spin up / spin down): 2.7 / 6.3 eV
- Molar mass: 108.1 u
- <S²>: 0.7614
- F_max: 1.8 eV/Å

Structure (ORCA input):
```
! RIJCOSX wB97M-V def2-TZVPD def2/J DEFGRID3
* xyz -1 2
C -2.91 -0.13 0.77
C -2.21 0.35 -0.30
C -0.97 -0.19 -0.79
C -0.33 0.32 -1.88
H -2.59 -1.04 1.27
H -3.80 0.36 1.13
H -2.59 1.21 -0.85
H -0.53 -1.03 -0.28
H 0.67 -0.01 -2.15
H -0.77 1.07 -2.53
H 1.77 -1.42 0.42
H 1.61 -2.23 1.72
O 1.17 -1.57 1.19
H 3.32 0.36 -1.29
H 2.32 0.60 -0.18
O 2.69 -0.10 -0.75
H 1.11 0.35 1.51
H 0.67 1.83 1.69
O 1.37 1.28 1.31
*
```



(3)
Formula: C4H12O3
Source: the Open Molecules 2025 dataset
Level of theory: ωB97M-V with the def2-TZVPD basis set

Summary:
- Frontier orbital gap: 10.3 eV
- SMILES string: OCCCCO.O
- Molar mass: 108.1 u
- F_max: 1.5 eV/Å

Structure (ORCA input):
```
! RIJCOSX wB97M-V def2-TZVPD def2/J DEFGRID3
* xyz 0 1
O 2.04 0.39 -1.07
C 1.48 -0.13 0.13
C 0.26 -1.03 -0.13
C -0.67 -1.08 1.10
C -1.79 -0.04 1.05
O -1.31 1.25 0.71
H 2.19 -0.29 -1.75
H 2.17 -0.72 0.74
H 1.14 0.76 0.64
H -0.35 -0.71 -0.96
H 0.58 -2.02 -0.44
H -0.09 -0.71 1.94
H -1.19 -2.04 1.14
H -2.29 0.02 2.02
H -2.57 -0.27 0.31
H -0.72 1.07 -0.04
O 0.00 1.71 -1.65
H 0.90 1.41 -1.48
H 0.21 2.45 -2.24
*
```



Which formula does entry 2 have?
C4H12O3



What is the F_max in the first record?
1.3 eV/Å



Copy entry 3 word for word.
Formula: C4H12O3
Source: the Open Molecules 2025 dataset
Level of theory: ωB97M-V with the def2-TZVPD basis set

Summary:
- Frontier orbital gap: 10.3 eV
- SMILES string: OCCCCO.O
- Molar mass: 108.1 u
- F_max: 1.5 eV/Å

Structure (ORCA input):
```
! RIJCOSX wB97M-V def2-TZVPD def2/J DEFGRID3
* xyz 0 1
O 2.04 0.39 -1.07
C 1.48 -0.13 0.13
C 0.26 -1.03 -0.13
C -0.67 -1.08 1.10
C -1.79 -0.04 1.05
O -1.31 1.25 0.71
H 2.19 -0.29 -1.75
H 2.17 -0.72 0.74
H 1.14 0.76 0.64
H -0.35 -0.71 -0.96
H 0.58 -2.02 -0.44
H -0.09 -0.71 1.94
H -1.19 -2.04 1.14
H -2.29 0.02 2.02
H -2.57 -0.27 0.31
H -0.72 1.07 -0.04
O 0.00 1.71 -1.65
H 0.90 1.41 -1.48
H 0.21 2.45 -2.24
*
```